{
  "formula": "C4H10N4O2",
  "method": "ωB97M-V/def2-TZVPD",
  "energy_ev": -14359.87373,
  "e_above_lowest_kcal_mol": 134.83,
  "gap_ev": 10.02,
  "smiles": "CN(CCN(C)N=O)N=O",
  "total_charge": 0,
  "molar_mass_g_mol": 146.15,
  "symbols": ["C", "C", "C", "C", "H", "H", "H", "H", "H", "H", "H", "H", "H", "H", "N", "N", "N", "N", "O", "O"],
  "coordinates": [[2.5861, -1.4562, -0.1297], [0.4041, -0.2568, 0.7631], [-0.3107, -0.1768, -0.6108], [-2.2334, 1.4706, 0.0296], [3.4331, -1.1060, -0.6250], [2.8541, -2.1304, 0.6920], [1.9592, -2.0523, -0.8732], [0.0625, -1.1586, 1.4054], [0.2826, 0.6653, 1.3445], [-0.3914, -1.1471, -1.1798], [0.1367, 0.5457, -1.3337], [-3.1254, 1.9156, -0.5746], [-1.4552, 2.1903, 0.1586], [-2.6032, 1.3307, 1.0913], [1.8328, -0.2259, 0.3360], [-1.7100, 0.1643, -0.5177], [-2.4881, -0.9080, -0.0387], [2.4857, 0.8546, -0.1787], [-3.5787, -0.4542, 0.2249], [1.8592, 1.9353, 0.0167]],
  "atomic_forces_ev_per_a": [[-3.2, -0.7, 0.5], [0.7, 0.1, -0.9], [-1.1, -0.2, -1.0], [-1.4, -0.2, 0.0], [1.4, 0.5, -0.7], [-0.1, 0.3, 0.0], [0.7, 0.8, 0.9], [1.1, 1.3, -1.3], [-0.3, -0.2, -0.2], [0.8, 0.6, 0.9], [0.0, -0.4, 1.0], [1.8, -1.0, 1.0], [0.8, 0.4, -0.7], [0.2, -0.2, -1.3], [2.5, -1.6, -0.8], [-1.4, 0.0, 1.9], [-0.4, 2.9, -1.3], [-3.5, 1.9, 2.0], [-0.3, -2.0, 0.6], [1.6, -2.4, -0.7]]
}